{
  "formula": "C56H145N11O17",
  "method": "ωB97M-V/def2-TZVPD",
  "symbols": ["C", "O", "C", "C", "C", "N", "H", "H", "H", "H", "H", "H", "H", "H", "H", "H", "H", "C", "O", "C", "C", "C", "N", "H", "H", "H", "H", "H", "H", "H", "H", "H", "H", "H", "C", "O", "C", "C", "C", "N", "H", "H", "H", "H", "H", "H", "H", "H", "H", "H", "H", "C", "O", "C", "C", "C", "N", "H", "H", "H", "H", "H", "H", "H", "H", "H", "H", "H", "C", "O", "C", "C", "C", "N", "H", "H", "H", "H", "H", "H", "H", "H", "H", "H", "H", "C", "O", "C", "C", "N", "C", "C", "O", "C", "H", "H", "H", "H", "H", "H", "H", "H", "H", "H", "H", "H", "H", "H", "H", "C", "O", "C", "C", "N", "C", "C", "O", "C", "H", "H", "H", "H", "H", "H", "H", "H", "H", "H", "H", "H", "H", "H", "H", "C", "O", "C", "C", "N", "C", "C", "O", "C", "H", "H", "H", "H", "H", "H", "H", "H", "H", "H", "H", "H", "H", "H", "H", "C", "O", "C", "C", "N", "C", "C", "O", "C", "H", "H", "H", "H", "H", "H", "H", "H", "H", "H", "H", "H", "H", "H", "H", "C", "O", "C", "C", "N", "C", "C", "O", "C", "H", "H", "H", "H", "H", "H", "H", "H", "H", "H", "H", "H", "H", "H", "H", "C", "O", "C", "C", "N", "C", "C", "O", "C", "H", "H", "H", "H", "H", "H", "H", "H", "H", "H", "H", "H", "H", "H", "H"],
  "coordinates": [[5.1576, 6.4884, 1.3321], [4.5203, 5.2124, 1.1933], [3.9648, 4.9484, -0.0900], [3.7355, 3.4454, -0.1753], [3.2403, 3.0732, -1.5918], [2.8231, 2.9127, 0.8660], [5.7662, 6.4139, 2.2333], [4.6096, 7.4291, 1.2793], [5.8372, 6.5187, 0.4804], [3.0123, 5.4567, -0.2402], [4.6456, 5.2818, -0.8733], [4.7317, 3.0173, -0.0636], [2.2902, 3.5767, -1.7705], [2.9404, 2.0294, -1.6846], [3.9468, 3.3671, -2.3681], [1.8396, 3.0053, 0.6557], [2.8780, 3.4683, 1.7077], [-7.1063, 2.3497, 1.3860], [-5.9483, 1.9791, 2.2603], [-6.1441, 0.7737, 2.8388], [-4.9506, 0.3895, 3.8204], [-3.6081, 0.3222, 3.0672], [-5.2028, -0.7947, 4.6473], [-7.3738, 3.4000, 1.5021], [-8.0140, 1.7696, 1.5527], [-6.8109, 2.2767, 0.3393], [-7.0633, 0.8249, 3.4224], [-6.3139, -0.0429, 2.1369], [-4.8728, 1.1627, 4.5848], [-3.6913, -0.2222, 2.1266], [-2.7190, -0.0356, 3.5863], [-3.4180, 1.3380, 2.7206], [-5.8206, -0.5719, 5.4146], [-5.7663, -1.3727, 4.0402], [6.7085, -3.6941, 2.8469], [7.1900, -4.3080, 1.6829], [6.9151, -5.7271, 1.6118], [7.4526, -6.2120, 0.2832], [7.1036, -7.6668, 0.0611], [8.8553, -6.0834, 0.2450], [7.1378, -4.1356, 3.7464], [5.6220, -3.7791, 2.8653], [6.9835, -2.6437, 2.7517], [7.4390, -6.2867, 2.3868], [5.8330, -5.8570, 1.6272], [7.0528, -5.5700, -0.5018], [7.3494, -8.3304, 0.8901], [7.5648, -8.0453, -0.8512], [6.0249, -7.7288, -0.0828], [9.2842, -6.6153, 0.9888], [9.1834, -5.1594, 0.4870], [-2.3670, -3.5508, 1.7486], [-3.6997, -3.9735, 1.6622], [-4.6099, -3.2394, 2.5237], [-5.9898, -3.8269, 2.3428], [-6.6240, -3.5033, 0.9450], [-6.8991, -3.1427, 3.2675], [-1.8174, -4.1028, 0.9862], [-1.8257, -3.6145, 2.6926], [-2.2771, -2.5163, 1.4172], [-4.2495, -3.2884, 3.5512], [-4.6023, -2.1739, 2.2940], [-5.9173, -4.8984, 2.5292], [-7.5661, -4.0198, 0.7615], [-5.9679, -3.8650, 0.1533], [-6.7432, -2.4272, 0.8188], [-7.7466, -3.6868, 3.1908], [-6.7948, -3.3451, 4.2515], [0.4992, -0.7985, 4.6767], [0.1425, -1.3904, 5.8746], [-1.3022, -1.1938, 6.1319], [-1.7237, 0.3736, 6.2266], [-0.9199, 1.0698, 7.3206], [-3.0866, 0.5927, 6.5712], [1.4767, -1.0703, 4.2782], [0.5514, 0.2774, 4.8435], [-0.2173, -1.0586, 3.8975], [-1.8805, -1.5906, 5.2975], [-1.6208, -1.7201, 7.0317], [-1.5664, 0.9997, 5.3484], [0.1534, 1.1413, 7.1449], [-0.9670, 0.5308, 8.2669], [-1.1260, 2.1383, 7.3827], [-3.3011, 1.5789, 6.5326], [-3.6377, 0.1702, 5.8378], [2.0039, -4.6214, 1.3454], [1.0885, -5.6699, 1.3887], [0.6906, -6.0332, 2.7231], [-0.3824, -7.0960, 2.8197], [0.0306, -8.4444, 2.4942], [-1.1901, -9.2499, 2.4632], [-0.9570, -10.7431, 2.6255], [-0.7270, -11.3305, 1.3089], [-0.6891, -12.7345, 1.3896], [1.6916, -3.6651, 1.7649], [2.2270, -4.3985, 0.3020], [2.9038, -4.8695, 1.9080], [0.3326, -5.1075, 3.1738], [1.5615, -6.3699, 3.2854], [-1.2678, -6.8001, 2.2570], [-0.7314, -7.1568, 3.8506], [0.2912, -8.4240, 1.5186], [-1.8561, -9.0991, 1.6135], [-1.8664, -9.0769, 3.3003], [-1.8921, -11.1354, 3.0252], [-0.1548, -10.9728, 3.3269], [0.0782, -13.0974, 2.0735], [-0.3172, -13.1402, 0.4487], [-1.6707, -13.1422, 1.6310], [4.5319, 13.5995, 0.1463], [4.1140, 12.2472, 0.4861], [4.1973, 11.3710, -0.6426], [3.4469, 10.0545, -0.3591], [3.3429, 9.1287, -1.5124], [2.3166, 8.1487, -1.2173], [2.3470, 7.0996, -2.3475], [1.3011, 6.1498, -2.1909], [0.0355, 6.5318, -2.7750], [5.5994, 13.5327, -0.0638], [4.3572, 14.1527, 1.0691], [3.8720, 14.1095, -0.5555], [5.2148, 11.2244, -1.0047], [3.7167, 11.8256, -1.5089], [2.4151, 10.2672, -0.0793], [4.0151, 9.6736, 0.4895], [4.2659, 8.7233, -1.4510], [1.3361, 8.6018, -1.0713], [2.4845, 7.5709, -0.3084], [3.2848, 6.5535, -2.2454], [2.3922, 7.5482, -3.3398], [0.2054, 6.8898, -3.7904], [-0.3968, 7.3699, -2.2284], [-0.6976, 5.7279, -2.7092], [-3.8373, 3.1838, -1.7385], [-3.0639, 4.2970, -1.3008], [-3.7637, 5.3433, -0.6927], [-4.5520, 4.9729, 0.6144], [-4.9740, 6.1939, 1.3666], [-6.0478, 5.8140, 2.2452], [-6.5995, 7.0284, 3.0483], [-5.6631, 7.2853, 4.0635], [-5.8264, 8.4832, 4.8057], [-4.0113, 2.4749, -0.9289], [-3.1847, 2.6221, -2.4068], [-4.7722, 3.4066, -2.2527], [-4.4423, 5.7604, -1.4366], [-3.1386, 6.2000, -0.4407], [-3.8767, 4.3504, 1.2014], [-5.4252, 4.3717, 0.3613], [-4.2314, 6.4162, 2.0140], [-5.6579, 5.1209, 2.9906], [-6.8551, 5.4489, 1.6103], [-7.5255, 6.7262, 3.5374], [-6.7392, 7.7817, 2.2729], [-5.5822, 9.4014, 4.2714], [-5.1436, 8.3615, 5.6466], [-6.8811, 8.6443, 5.0286], [0.0921, -8.6698, -10.1397], [0.9656, -8.9591, -9.0527], [0.8569, -7.9691, -8.0592], [1.8583, -8.4002, -6.9241], [1.9155, -7.3376, -5.9209], [2.8608, -7.6997, -4.8385], [3.2470, -6.4703, -4.0557], [4.1882, -6.7239, -3.0309], [4.5168, -5.5771, -2.1768], [-0.8735, -9.1723, -10.0827], [0.6363, -9.0791, -10.9908], [-0.1383, -7.6181, -10.3100], [-0.1880, -7.9079, -7.7552], [1.1350, -6.9700, -8.3949], [2.8540, -8.5186, -7.3515], [1.5419, -9.3627, -6.5223], [1.0300, -7.1169, -5.4881], [3.7034, -8.1040, -5.3995], [2.5156, -8.4544, -4.1318], [2.3157, -6.0376, -3.6901], [3.7226, -5.8159, -4.7863], [5.2894, -5.0662, -2.7514], [4.9581, -5.8720, -1.2247], [3.7992, -4.7880, -1.9521], [4.5052, -2.4138, 0.0901], [3.1284, -2.0196, 0.1528], [2.7978, -1.0415, 1.0908], [1.5188, -0.3160, 0.5748], [0.9974, 0.4884, 1.7290], [-0.4806, 0.8144, 1.6245], [-0.7297, 1.8638, 0.4901], [0.1934, 2.9326, 0.5931], [-0.2678, 4.0977, -0.0431], [4.9076, -2.8809, 0.9890], [5.0685, -1.4850, 0.0007], [4.7768, -3.0575, -0.7466], [3.5332, -0.2449, 1.2035], [2.6739, -1.5770, 2.0320], [0.8613, -1.1021, 0.2035], [1.7699, 0.3019, -0.2873], [1.4204, 1.4054, 1.7151], [-0.7217, 1.3431, 2.5467], [-1.1426, -0.0515, 1.6243], [-1.7697, 2.1855, 0.5433], [-0.5930, 1.5566, -0.5467], [0.6122, 4.7394, -0.0854], [-1.0276, 4.6664, 0.4930], [-0.6756, 3.9356, -1.0409], [-1.5126, 0.1908, -3.7838], [-0.2469, 0.6697, -4.2109], [0.3826, 1.6881, -3.5154], [-0.3738, 3.0358, -3.8341], [-0.1695, 3.4581, -5.2002], [-1.1973, 4.3456, -5.7648], [-0.9642, 4.4751, -7.3019], [-1.4263, 3.2623, -7.8738], [-1.1688, 3.1584, -9.2701], [-1.8764, -0.6549, -4.3674], [-2.2081, 1.0146, -3.9440], [-1.3305, -0.1333, -2.7591], [1.4050, 1.9142, -3.8180], [0.4364, 1.4214, -2.4599], [0.0621, 3.8279, -3.2253], [-1.4199, 2.8829, -3.5688], [-0.2293, 2.6162, -5.7549], [-1.0707, 5.3458, -5.3505], [-2.2001, 3.9850, -5.5357], [0.0923, 4.6368, -7.5158], [-1.5367, 5.2923, -7.7407], [-0.1353, 3.3986, -9.5196], [-1.8034, 3.8956, -9.7619], [-1.3598, 2.1850, -9.7220]],
  "forces_ev_per_angstrom": [[1.04, -1.31, -0.86], [-0.62, 0.92, 0.24], [-0.24, -0.27, 0.58], [-0.32, -0.35, -0.45], [-0.73, 0.27, 0.72], [0.97, 0.38, -0.18], [-0.24, 0.26, 0.04], [-0.88, -0.33, 0.31], [0.50, 0.39, -0.07], [-0.19, 0.23, 0.13], [0.30, 0.01, -0.18], [0.03, -0.33, 0.33], [-0.03, 0.50, -0.16], [0.62, -0.25, 0.13], [0.00, -0.15, 0.03], [0.18, -0.09, -0.84], [0.71, 0.10, 0.30], [1.31, 0.21, 0.34], [-1.31, 2.43, -2.36], [0.37, -1.96, 2.29], [0.02, 0.74, 0.13], [-0.61, 0.67, -0.72], [-0.39, -0.31, -1.14], [0.27, -0.06, 0.56], [0.29, -0.32, 0.29], [0.14, -0.45, -0.02], [-0.22, -0.27, 0.51], [0.26, -0.29, -0.44], [0.03, 0.67, -0.47], [-0.12, -0.40, 0.03], [-0.36, -0.06, 0.39], [0.26, 0.19, 0.10], [-0.08, 0.25, 0.17], [-0.12, -0.84, 0.15], [-0.05, 0.08, -0.41], [0.33, -1.16, -0.26], [-0.32, 1.28, -0.71], [-0.41, -0.14, 0.52], [-0.98, 0.00, -0.56], [2.49, 0.33, -0.08], [0.03, 0.03, 0.18], [-0.23, 0.04, 0.35], [-0.04, -0.01, 0.28], [-0.20, 0.06, 0.46], [-0.24, -0.21, 0.45], [-0.22, -0.13, -0.13], [0.24, 0.17, 0.14], [0.11, 0.06, 0.10], [-0.14, -0.26, 0.01], [0.00, -0.68, 0.05], [-0.36, 0.52, -0.33], [0.45, 0.53, -1.27], [-0.81, 0.31, 1.07], [1.07, -0.57, -0.88], [-0.46, 0.90, -0.53], [1.26, -0.82, 0.13], [-1.07, -0.57, 0.63], [0.08, -0.30, 0.21], [-0.48, -0.39, 0.47], [-0.08, 0.46, 0.09], [-0.14, -0.31, 0.29], [-0.02, 0.13, -0.41], [-0.08, -0.17, -0.19], [-0.17, 0.12, 0.41], [0.18, 0.07, -0.02], [-0.08, -0.04, 0.18], [-0.87, 0.40, -0.69], [1.32, 0.03, 0.47], [0.15, 0.89, -0.71], [-2.07, -0.71, 1.50], [0.54, 2.12, -0.93], [2.14, 0.21, 1.08], [1.49, -0.07, 0.00], [-1.71, -1.16, 0.18], [0.09, -0.49, 0.56], [-0.16, 0.28, -0.55], [-0.19, 0.24, -0.28], [0.06, -0.34, -0.24], [0.45, 0.18, 0.11], [0.78, -0.83, -0.82], [0.24, -0.57, -0.53], [-0.54, 0.32, 0.17], [-0.82, -0.07, 0.39], [0.14, 0.18, 0.15], [-0.42, -0.26, 0.13], [0.54, 0.29, -0.13], [-1.05, -0.96, 0.31], [0.38, 0.58, -0.30], [-0.08, 0.57, 0.13], [-0.86, -0.16, -0.74], [-0.12, -1.41, 0.95], [-0.35, -0.04, -1.69], [0.16, 0.30, 1.25], [0.63, -0.11, -0.43], [-0.74, 0.04, 0.26], [0.13, -0.28, 0.10], [0.43, -0.20, -0.12], [-0.20, 0.03, 0.41], [0.28, -0.03, 0.07], [-0.16, 0.27, -0.38], [0.17, 0.39, 0.26], [0.71, -0.03, -0.21], [0.23, 0.15, -0.49], [0.38, 0.84, 0.45], [-0.12, -0.46, 0.03], [0.22, 0.04, -0.11], [-0.13, 0.11, 0.66], [-0.48, 0.22, -0.35], [-0.04, -0.18, 0.09], [-0.50, -1.23, 1.64], [0.02, 0.16, -1.04], [-1.19, 0.37, -0.81], [0.18, 1.15, 0.00], [0.66, 1.36, 1.51], [0.32, -1.21, -0.92], [-0.46, 0.06, 0.62], [-0.66, -0.21, -0.50], [0.90, 0.72, 0.59], [-0.09, 0.61, -0.50], [0.42, 0.01, 0.13], [0.32, -0.44, -0.70], [0.47, -0.29, 0.47], [-0.31, 0.32, -0.12], [0.19, 0.34, 0.40], [-0.43, -0.76, 0.33], [0.05, -0.87, -0.79], [0.04, 0.30, -0.44], [0.18, 0.07, 0.43], [-0.02, -0.19, 0.00], [-0.43, 0.20, -0.12], [-0.16, -0.31, -0.26], [-0.02, 0.21, 0.18], [0.43, -0.20, -0.14], [0.88, -0.35, 0.25], [0.20, -0.34, -0.02], [-1.67, 0.54, 0.65], [0.89, 0.71, -0.82], [0.53, -0.81, -0.84], [-0.83, 1.14, 0.95], [0.54, -1.64, -0.64], [0.61, 0.69, -0.32], [-0.16, -0.25, -0.51], [-0.39, 0.15, 0.38], [-0.09, 0.19, -0.26], [-0.04, 0.43, 0.04], [-0.51, 0.07, -0.02], [0.73, -0.40, -0.06], [-0.02, -0.27, 0.26], [-0.04, 0.09, 0.07], [0.50, 0.37, -0.26], [-0.59, -0.71, 0.03], [-0.09, -0.35, 0.35], [-0.44, 0.20, -0.22], [-0.05, 0.73, 0.45], [0.54, -0.08, -0.47], [-0.50, 0.28, 0.23], [-0.12, -0.33, 0.78], [0.60, -0.86, -0.56], [-0.63, 0.86, -0.46], [1.20, -0.84, 1.14], [-1.69, 1.14, -0.48], [0.81, -0.25, 0.95], [0.23, -0.15, -0.63], [0.58, 0.56, -0.53], [-0.76, 0.34, 1.69], [0.94, -0.26, -1.52], [-0.06, -0.26, 0.38], [-0.35, 0.19, -0.34], [0.45, 0.24, 0.22], [-0.13, -0.04, 0.59], [0.21, 0.07, -0.34], [-0.08, 0.05, -0.13], [-0.04, -0.24, 0.07], [-0.38, -0.22, -0.32], [0.38, -0.08, 0.48], [-0.28, -0.36, -0.10], [0.01, 0.38, 0.31], [-0.24, 0.58, -0.04], [0.34, 0.32, 0.20], [-0.20, -0.59, -0.23], [-0.96, -0.59, -0.33], [0.09, 1.36, 0.54], [0.94, -1.23, -1.46], [-0.63, 0.53, -0.41], [0.68, -0.12, 1.59], [-2.12, -0.98, -0.92], [1.89, 1.23, -0.50], [-0.33, -0.98, -0.09], [-1.57, 0.03, 0.85], [0.69, 0.92, -0.14], [-0.47, -0.25, 0.30], [0.40, 0.06, -0.25], [-0.73, 0.08, -0.14], [0.56, -0.15, 0.06], [-0.42, 0.53, 0.45], [-0.56, 0.14, 0.39], [0.20, 0.11, -0.08], [0.64, -0.16, -0.04], [-0.02, 0.07, 0.16], [0.25, -0.13, -0.54], [-0.16, 0.45, 0.24], [-0.17, -1.00, -0.03], [-0.05, 0.14, -0.35], [-0.25, -0.36, 0.46], [0.21, -0.29, -0.08], [1.00, 0.97, 0.33], [0.89, -1.66, -2.19], [-1.26, 2.06, -0.01], [0.89, -0.19, 1.21], [-0.26, -0.58, -0.83], [1.13, 0.34, -0.67], [-0.83, -0.71, 0.86], [0.44, -0.98, -0.41], [-0.05, 0.90, 0.07], [0.60, 0.05, -0.24], [-0.54, -0.19, 0.66], [-0.90, 0.09, 0.39], [0.11, -0.91, -0.56], [-0.24, 0.40, 0.41], [-0.23, -0.10, 0.48], [-0.32, 0.29, 0.05], [0.17, -0.29, -0.36], [-0.11, 0.06, 0.21], [-0.32, 0.06, -0.21], [0.20, -0.04, 0.08], [-0.11, 0.34, 0.14], [0.25, 0.11, 0.17], [-0.06, 0.07, -0.39], [-0.31, -0.16, 0.72]],
  "mulliken_charge": [-0.7652, -0.3951, -0.1315, 0.1522, -0.9837, -0.3230, 0.3299, 0.1746, 0.3469, -0.4980, 0.6307, 0.2147, -0.0824, 0.3042, 0.5785, 0.5707, 0.2955, -0.7619, -0.1507, -1.2919, 0.0719, -0.8900, -0.5022, 0.0996, 0.4461, 0.2862, 0.5353, 0.4249, 0.8361, 0.3905, -0.1631, 0.3078, 0.2845, 0.0087, -0.7556, -0.3123, -0.3028, 0.4693, -1.4840, -0.7579, 0.2955, 0.2066, 0.2792, 0.3707, 0.1072, 0.2199, 0.4075, 0.3786, 0.3488, 0.2815, 0.2821, -0.5639, -0.4538, -0.0452, 0.3045, -1.3377, -0.6547, 0.3343, 0.2319, 0.2353, 0.4428, -0.4300, 0.3936, 0.4228, 0.3027, 0.2114, 0.2879, 0.2062, -0.1498, -0.5108, -0.3588, 0.9489, -1.5670, -0.7268, 0.2122, 0.1957, -0.0517, -0.0473, 0.4863, -0.0416, 0.3256, 0.3408, 0.4542, 0.3813, 0.2761, -0.4546, -0.3469, -0.4829, -0.7098, -0.3924, -0.6188, -0.6440, -0.2892, -0.7599, 0.1544, 0.2216, 0.2601, 0.2288, 0.3927, 0.4109, 0.3564, 0.2409, 0.3601, 0.4935, 0.3533, 0.3347, 0.3021, 0.2681, 0.2933, -0.7451, -0.3110, -0.6022, -0.3105, -0.3629, -0.0465, -1.2729, 0.1003, -0.6195, 0.3086, 0.2523, 0.3080, 0.3441, 0.3658, 0.3314, -0.0102, 0.3358, 0.3661, 0.3324, 0.1800, 0.4813, 0.3819, 0.3442, 0.0009, -0.3698, 0.2874, -1.2653, 0.0500, -0.3999, -0.1510, -0.8673, -0.2777, -0.7475, 0.1500, -0.4065, 0.4372, 0.3483, 0.3131, 0.3541, 0.0079, 0.2996, 0.2947, 0.3298, 0.4176, 0.3396, 0.2973, 0.2299, 0.3016, -0.7607, -0.3129, -0.5104, -0.5518, -0.2194, -0.6489, -0.4120, -0.3155, -0.6327, 0.2710, 0.2561, 0.3345, 0.3434, 0.3762, 0.3302, 0.2598, 0.2358, 0.3235, 0.2901, 0.2543, 0.2668, 0.4091, -0.0039, 0.3645, -0.9095, -0.2272, -0.6895, 0.5435, -0.1721, -0.2879, 0.9314, -0.8131, -0.0238, 0.3155, 0.4465, 0.1955, 0.5826, 0.0332, 0.4125, -0.5682, 0.3226, -0.0069, -0.2555, 0.1406, -0.5715, 0.0320, 0.1297, -0.1310, -0.4315, -0.5108, 0.3598, 1.9968, -0.4703, -0.3773, -0.8169, -0.2891, -0.7734, 0.2677, 0.1662, 0.1346, 0.4719, -0.5771, -1.0367, -0.6559, 0.3822, 0.2176, 0.2557, 0.3693, 0.5406, 0.3130, 0.3042, 0.2444],
  "homo_energy_ev": -8.696,
  "e_lumo_ev": 0.3816,
  "smiles": "COC[C@H](C)N.COC[C@H](C)N.COC[C@H](C)N.COC[C@H](C)N.COC[C@H](C)N.COCCNCCOC.COCCNCCOC.COCCNCCOC.COCCNCCOC.COCCNCCOC.COCCNCCOC"
}